(a)
The following is a quantum chemistry calculation of a molecular structure, C45H51ClInN8O6S3, from OMol25.

The geometry in XYZ format:
```
115
Properties=species:S:1:pos:R:3:mulliken_charge:R:1
H -1.85 0.63 -4.90 0.5746
C 2.14 -0.30 2.84 0.0016
S 4.18 -2.14 -0.23 -0.4611
C -3.40 -2.16 6.60 -0.4080
H -4.61 -0.91 0.25 0.3859
N -1.27 2.09 -2.12 0.1912
H -2.80 -3.61 -5.11 0.2793
C -2.08 5.85 -0.77 0.7610
C 3.86 -0.79 4.51 -0.5387
H 6.39 1.16 -2.39 0.2947
N 3.93 0.57 -3.36 0.4130
C -1.93 5.93 -3.18 -0.6576
H -4.33 -2.00 7.13 0.4154
N 1.70 1.15 -2.44 -0.4907
O -0.51 -1.81 1.12 -0.7757
H 1.56 -3.20 -3.79 0.5487
H -0.22 -5.03 -4.30 0.3169
H 6.95 1.99 -3.85 0.3485
H 5.79 -2.16 -4.07 0.3379
O -2.26 -0.01 -0.25 0.0447
C -1.70 -1.44 5.04 -0.2533
H 0.94 -2.02 -4.97 0.4018
H 6.52 -0.05 -5.20 0.3194
H 0.93 -1.65 -3.23 -0.4761
H -0.46 5.23 0.50 0.3497
H -1.74 6.12 1.33 0.5547
H 4.56 2.55 -3.28 0.4250
C -1.54 5.39 0.55 -1.2747
C 0.55 -3.91 0.75 -0.0275
C -0.62 -3.07 1.28 0.5711
C 0.80 -2.43 -3.97 -0.7302
H 4.90 -0.89 4.78 0.3847
H -0.41 -3.94 -5.68 0.3493
H -1.41 5.67 -4.09 0.3890
O -0.96 -1.84 -1.94 -0.7029
H 3.16 -1.23 6.54 0.4111
H -2.30 -5.62 -2.87 0.2819
C -1.03 -2.63 5.23 0.1523
H 4.28 -0.29 2.48 0.4586
C -1.48 2.71 0.06 0.2705
H -5.08 1.21 5.72 0.2442
C -2.91 -1.21 5.72 0.8231
C -0.15 -0.21 3.51 -0.4906
H -4.05 -3.40 -1.28 0.3904
C 4.17 -0.77 -3.89 -0.1534
C -4.76 0.23 6.06 -1.0203
C -1.13 0.78 -4.09 -1.6109
C -3.22 -0.02 -1.12 0.3091
C -4.12 0.34 -3.36 -0.6201
C 4.84 1.62 -3.79 -0.7973
C -5.52 -0.63 -1.68 -0.4404
H -2.11 0.01 3.67 0.3988
H -4.64 0.25 7.15 0.3744
C -4.49 -0.54 -0.77 -0.9448
Cl 0.11 -4.69 -0.82 -0.2149
H -4.72 7.52 -2.10 0.3575
S -2.28 3.85 1.19 -0.1845
S -0.06 1.92 0.72 -0.3049
C -2.71 -4.68 -3.26 -0.6082
H -3.07 -4.08 7.50 0.3766
C -1.26 -2.76 -2.70 -0.3565
C 1.14 -0.53 3.89 0.3151
C 1.55 -0.87 5.22 -0.5321
H 5.70 -1.32 -2.53 0.0699
H -3.80 -4.76 -3.21 0.3541
C 2.86 -1.00 5.53 -0.7248
C -2.97 -3.49 -1.13 -1.0658
C -3.79 6.97 -2.06 -0.5085
H 3.99 -0.77 -4.98 0.2673
O 1.83 -0.03 1.68 -0.1665
H -6.14 -0.28 -3.72 0.4052
H 4.73 1.79 -4.87 0.3461
H 0.74 -4.72 1.45 0.5173
H -5.53 -0.50 5.79 0.3973
C 2.68 -1.68 -0.63 0.3976
C -0.78 -4.16 -4.67 -0.5709
C 6.59 -0.14 -4.10 -0.7734
C -3.12 6.65 -3.24 -0.4164
H -0.97 -4.50 6.26 0.3891
H -0.50 4.96 -1.91 0.2692
H 7.61 -0.43 -3.87 0.3596
C -3.27 6.57 -0.84 -0.4082
H -2.75 -4.38 -0.55 0.3923
H -3.80 6.80 0.08 0.3541
C 2.74 0.89 -2.87 0.1503
C -5.34 -0.21 -3.00 -0.9758
H -3.98 0.71 -4.37 0.3577
H 0.80 -0.99 5.99 0.4839
C -1.83 1.17 -2.82 0.3678
N -1.98 2.66 -1.11 -0.1929
H -3.53 6.95 -4.19 0.3690
In -0.12 -0.29 -0.35 2.3419
N -2.31 -3.57 -2.43 0.6603
H 1.44 -3.32 0.58 -0.2445
H -0.25 0.36 2.59 0.4485
C -1.41 5.54 -1.95 -0.1204
C -2.26 -4.46 -4.69 -0.7803
O -1.56 -3.65 1.80 -0.6700
H 3.46 -1.45 -3.43 -0.0949
H -6.47 -1.04 -1.37 0.4084
C -2.69 -3.34 6.81 -0.7662
N -1.32 -0.44 4.11 0.1625
H -0.13 -2.82 4.66 0.5061
H -0.42 1.56 -4.37 0.3876
C 5.60 -1.19 -3.61 -0.4717
C 6.27 1.22 -3.48 -0.6148
O -3.54 -0.04 5.41 -0.3504
H -2.61 -2.62 -0.59 -0.0531
H -0.59 -0.16 -3.96 0.0360
N 1.60 -1.38 -0.98 -0.7025
N -0.53 -3.00 -3.85 0.5513
H -2.48 -5.34 -5.30 0.3782
C 3.53 -0.45 3.25 -0.8499
C -3.08 0.49 -2.44 0.6965
C -1.51 -3.57 6.12 -1.0492
```

## Properties
Net charge: -1
HOMO energy, eV: -4.81
Gap between HOMO and LUMO, eV: 7.0
LUMO, eV: 2.2

=====

(b)
The following is a quantum chemistry calculation of a molecular structure, C45H51ClInN8O6S3, from OMol25.

The geometry in XYZ format:
```
115
Properties=species:S:1:pos:R:3:mulliken_charge:R:1
H 3.40 -4.65 1.82 0.3138
H -4.80 4.21 0.12 0.5140
H 8.38 -1.35 0.26 0.3857
O -0.31 -0.11 3.50 -0.7442
C -5.29 0.03 -5.13 -0.4113
H 5.27 1.08 1.88 0.5100
N -2.44 1.51 -0.70 -0.6061
H 0.83 1.94 -4.39 0.3527
H -5.46 0.80 -5.86 0.3846
H 2.10 -5.43 2.72 0.3771
C 1.13 2.90 1.47 -0.1454
C -1.86 -1.91 3.77 0.3690
C -0.07 2.81 -2.64 -0.5174
O -0.70 -0.83 5.58 -0.7720
H -4.65 5.48 4.53 0.3725
H 4.42 2.63 0.63 0.4089
C -3.37 2.85 0.98 0.7619
H 0.56 3.70 -2.61 0.4815
H -5.32 -3.09 -1.45 0.4673
H 2.10 6.17 1.21 0.3857
H 2.55 -3.13 3.76 0.4558
H -3.93 3.79 6.20 0.4171
C 1.01 -2.92 0.93 -0.0564
C -0.54 -0.02 -2.99 -0.8299
C -1.08 1.00 -3.99 -0.3828
C -4.82 -1.96 -3.22 0.4735
C -3.34 2.37 4.72 -0.5975
H 0.86 -3.63 3.94 0.2923
H -1.22 -0.87 -2.89 0.3534
H 1.67 -5.07 -1.51 0.4217
H -3.58 -0.77 -6.14 0.4065
C 5.18 -1.00 -0.77 0.7880
H 0.11 4.77 1.67 0.4932
C 2.19 5.09 1.20 -0.7105
N -0.31 0.54 -1.67 1.7959
O -2.86 0.83 3.04 -0.5846
H 7.57 0.29 1.95 0.4014
C -4.49 -2.94 -2.13 -1.4648
C 2.32 -4.84 1.84 -0.7068
C 4.77 -2.04 -2.87 -1.2425
O 0.35 -1.88 1.08 -0.4377
S 4.39 0.18 4.78 -0.4648
H -6.59 -1.23 -2.27 0.4178
H 1.47 -2.26 -2.03 -0.0352
N 1.16 -3.46 -0.32 0.3737
H 0.85 -5.89 0.68 0.3130
C 3.48 3.11 0.89 -0.5673
C 7.35 -1.00 0.25 -0.7757
C -0.17 2.23 -4.04 -1.1194
H -4.43 5.02 2.15 0.3023
H 6.84 -2.15 -1.47 0.4443
C 6.90 -0.09 1.18 -1.2143
H 1.52 0.39 1.00 -1.2906
H 3.05 -4.30 -0.72 0.1470
H 1.26 -2.02 3.30 -0.0600
C -1.33 0.53 -0.72 -1.4017
C 2.51 0.81 1.18 1.0818
H -4.17 -3.90 -2.55 0.4971
C -0.90 -0.87 4.38 0.7857
H 1.51 1.48 -2.02 0.3065
C 3.40 4.49 0.90 -1.0063
C 4.68 -0.11 0.20 0.7599
C 0.50 1.76 -1.69 0.3038
N 1.60 -3.58 1.97 0.4291
H -0.02 -1.95 -1.12 -0.3677
Cl -2.22 -3.24 4.88 -0.2395
H -2.08 1.30 -3.69 0.1830
H 0.57 2.15 -0.68 -0.6676
O 4.27 -1.36 -1.74 -0.0885
O -0.01 2.28 1.67 -0.5970
H 3.97 -2.04 -3.61 0.2379
C 2.39 2.31 1.20 0.3029
H -6.97 0.57 -3.90 0.3965
H 2.52 -6.45 0.43 0.3865
C -4.12 4.26 2.86 -0.9871
H 0.43 -0.40 -3.35 0.3361
H -2.79 -1.41 3.52 0.2130
N -2.66 0.13 -1.06 -0.0026
C -3.23 2.03 3.34 0.2385
S -3.02 -2.44 -1.13 -0.0291
H 4.27 5.09 0.67 0.4064
H 5.64 -1.52 -3.29 0.4738
N 3.35 0.27 0.12 0.5720
H -1.15 0.53 -4.98 0.3634
H 5.04 -3.07 -2.64 0.3872
In -1.12 0.45 1.64 2.2341
H -0.56 2.96 -4.75 0.4903
C 1.56 -3.06 3.32 -0.9078
C -5.92 -1.11 -3.10 -0.1630
C 5.59 0.36 1.15 -0.7307
C 0.66 -2.73 -1.47 -0.4923
H -3.66 3.48 -1.03 0.3730
N 2.88 0.33 2.48 -0.0997
C 1.89 -5.57 0.58 -0.7935
H 0.11 -3.41 -2.13 0.5350
H -3.13 4.77 0.06 0.3293
C -3.77 3.89 -0.03 -1.9457
C 3.55 0.33 3.45 0.8038
C 6.48 -1.45 -0.74 -0.4378
C 2.00 -4.60 -0.58 -0.5586
H -3.12 -2.48 -4.43 0.2738
C 1.08 4.32 1.46 -1.0414
C -3.60 3.04 2.39 0.7975
H -1.40 -2.33 2.87 -0.3198
H -3.01 1.62 5.44 0.4763
C -3.98 -1.82 -4.32 0.0010
C -4.23 -0.85 -5.28 -0.6056
C -3.52 -0.78 -0.59 0.5966
H -1.07 3.09 -2.29 0.1100
C -3.84 3.57 5.14 -0.4989
C -6.14 -0.11 -4.04 -0.7296
H 2.83 -0.26 -0.56 0.1307
C -4.25 4.53 4.20 -0.8591
S -4.93 -0.50 0.18 -0.2801
N -2.79 1.76 0.62 0.3941
```

## Properties
Net charge: -1
HOMO energy, eV: -5.06
Gap between HOMO and LUMO, eV: 7.0
LUMO, eV: 1.9

=====

(a) is the most stable structure; the next one sits 57.9 kcal/mol above it.